# 1
Density functional theory data (the ωB97M-V functional and the def2-TZVPD basis) for 13 unconnected molecules or ions with the total composition C3H29O13S at a distorted geometry.

```
! RIJCOSX wB97M-V def2-TZVPD def2/J DEFGRID3
* xyz -1 1
O 4.3291 0.7046 -0.8466
H -1.4223 0.1320 -0.9327
H 2.4675 1.8233 -2.7480
H -2.8982 0.7291 -1.1585
H -1.0481 2.3360 -3.6154
H -1.9539 2.6277 -1.0938
O -0.0983 3.3436 0.8854
H 0.5902 -3.7186 0.7635
H 1.3169 1.3895 -1.9177
H -3.7909 -2.1843 -0.6514
C 1.0287 -1.4457 -0.5182
H -0.2319 0.6891 3.1162
H -0.2468 -1.5831 1.4704
O -1.7483 -2.6940 2.2572
H 0.0867 2.6009 1.4961
H -1.9419 3.6574 0.0217
H 0.8430 0.4749 -3.6345
O 1.6596 0.1042 -4.0216
O -1.4551 -0.3420 3.9678
O 2.1864 1.7949 -1.8247
C 1.6242 -0.4386 1.5065
O -3.4717 -1.3722 -1.0449
H 0.1688 2.9253 0.0541
H -1.3356 -1.1868 3.5050
H -2.5807 -2.9609 1.8589
H -2.6056 -1.5466 -1.4533
H 1.5614 -0.6550 -1.0485
C 0.3966 -0.8947 0.7567
O 0.4780 -3.9735 1.6978
O -0.4564 2.2328 -2.8565
O 2.1493 -1.2152 2.2710
H 1.7771 -2.2109 -0.3886
H 1.6384 -0.6587 -3.4076
H 1.1564 -3.4056 2.0905
H 3.3829 0.9697 -0.8968
O -2.4758 3.4192 -0.7541
H 4.4701 0.2701 -1.6912
O 0.4191 1.3569 2.8528
O -1.9547 0.8773 -1.2779
H 2.0033 0.5850 1.2679
H -2.2287 0.1109 3.6203
H -1.2945 -3.4871 2.5625
H -1.0898 1.6718 -2.3092
H 1.2827 1.5388 3.2210
S -0.1734 -2.1021 -1.7537
H -0.5136 -0.2891 0.6019
*
```

Calculated values
* E_tot: -1508.0433 a.u.
* frontier orbital gap: 0.2496 Eh

# 2
Density functional theory data (the ωB97M-V functional and the def2-TZVPD basis) for 2 unconnected molecules or ions with the total composition C3HN3O2 at a distorted geometry.

```
! RIJCOSX wB97M-V def2-TZVPD def2/J DEFGRID3
* xyz 0 1
O 0.5859 2.6690 0.2780
C 1.3181 -0.7196 -0.7675
N 0.8980 1.5490 0.0416
H -1.0765 -0.4057 2.0405
N -0.9353 -0.5202 1.0378
C 0.9171 0.4506 -0.3038
O -1.9067 -0.7126 -1.0831
C -1.4827 -0.5833 -0.0400
N 1.6822 -1.7273 -1.2034
*
```

Calculated values
* relative energy (zero: lowest compared OMol25 entry of this formula, charge and spin): 319.05 kJ/mol
* structure (SMILES): N#CC#[N+][O-].N=C=O
* E_tot: -429.5310 a.u.
* frontier orbital gap: 0.3719 Eh

# 3
Density functional theory data (the ωB97M-V functional and the def2-TZVPD basis) for a molecular structure, C13H35N2O9Y2 at a distorted geometry.

```
! RIJCOSX wB97M-V def2-TZVPD def2/J DEFGRID3
* xyz 4 2
H 2.3702 2.0864 -1.7855
N 0.2969 -1.1961 0.7973
H 3.4016 -1.0791 4.4520
H 4.1887 1.6354 0.3483
H -2.9879 1.4636 -5.1482
O -1.5427 1.3072 -1.4783
H 0.4004 -3.1958 -0.1195
C 3.2259 1.3126 -0.0480
H 1.0228 -2.5047 -2.3758
H 0.5588 -0.9570 5.7523
H -0.3309 -1.5259 4.5218
Y -3.4851 4.7744 0.8065
H 1.3946 -3.1057 2.5923
H -5.0592 -0.0114 -5.3472
O -3.7195 -0.4797 -3.7734
H -4.0869 2.0322 -3.3187
O 1.7290 3.3569 -0.1680
C 1.0026 -1.7301 -1.6092
H 0.5955 -0.9405 -4.1929
O -2.2045 2.8548 0.0207
H 0.0089 -3.6107 3.5586
C -4.8162 0.2501 -4.3173
H -1.5141 -3.2122 -1.2206
H -0.7714 0.7357 -1.4866
H 1.9250 0.1321 -3.6674
O 1.3763 -2.7240 4.7665
N 0.7792 0.7709 3.5079
H 0.6202 1.0709 4.4591
H -5.7614 0.0607 -3.8087
H -3.5890 -0.2955 -2.8403
H 3.3317 3.3827 -1.0591
H 0.2954 0.8186 -3.7951
H 3.5223 0.4144 3.6813
O 0.5557 -0.4611 -2.2391
H 2.0277 -1.7376 -1.2386
C 2.6635 2.5490 -0.8432
H 0.3315 -0.2580 0.4246
H -5.4135 2.3646 -4.3189
C 0.7229 -1.3930 4.7669
C 0.1668 -2.1484 -0.3101
C 1.4772 -0.4167 3.9019
H -2.1411 -2.2468 0.0935
O -0.4543 1.7049 0.4617
H 1.3356 3.8543 -0.8887
H -0.0963 0.4606 3.1113
C -4.5040 1.7646 -4.2895
C -1.3257 -2.3181 -0.6263
Y 0.9527 2.7451 2.0965
O 2.2583 0.9261 0.9180
H 1.6489 -4.5155 3.6201
C 0.8613 -0.0856 -3.5711
H -0.5804 -1.2401 1.2959
C 2.9166 -0.1033 4.4250
O -3.7296 2.0361 -5.3573
H 1.6396 -0.9724 2.9783
H 2.1945 -0.0189 1.0744
H 3.5020 0.4659 -0.6765
H -1.7207 -1.4863 -1.2095
C -1.4655 1.9100 -0.2662
H 2.9012 0.3090 5.4339
C 1.0980 -3.5795 3.5280
*
```

Calculated values
* E_tot: -1377.9208 a.u.
* frontier orbital gap (spin up / spin down): 0.1228 / 0.0760 Eh

# 4
Density functional theory data (the ωB97M-V functional and the def2-TZVPD basis) for a molecular structure, C13H44AsF6N6O9 at a distorted geometry.

```
! RIJCOSX wB97M-V def2-TZVPD def2/J DEFGRID3
* xyz -2 2
C 0.2625 -5.2631 2.1068
F 2.7993 0.1677 -0.5305
C 1.9222 -0.8858 3.6545
O 1.3394 2.5297 4.2527
O 3.8297 -1.0072 -4.5249
H -1.3266 -5.8913 1.0399
C 1.1519 5.3383 0.7918
H -2.3493 -0.7336 1.1709
N 0.1629 4.5059 1.1109
N -0.5665 -6.1491 1.6531
H -6.5406 3.8973 -0.1377
C 5.2210 -0.9330 -2.5060
H 2.5037 4.1067 3.8398
O -0.0569 -2.8642 -2.7024
H -0.4195 -7.0926 1.9821
N 2.1933 4.7905 0.1340
F 1.3862 1.7986 -1.6017
O -3.9107 -0.5715 -4.0818
N -3.9035 -2.4976 -2.9218
H 5.2872 1.2342 -4.3461
H 2.5685 3.3774 5.5205
F 0.8414 -0.9564 0.6319
H 2.4786 0.0006 3.3501
F -0.7797 0.8989 -0.2260
H 1.0990 -4.4193 -1.8868
C -4.1063 1.5187 -0.2390
C 0.9703 -3.3382 -1.8330
H 0.8396 -2.9482 -0.8236
N -0.0510 -4.0485 1.9862
C -6.1340 2.9257 -0.4183
H 1.1312 2.5395 3.3156
H 3.1479 -0.3392 -2.8095
H 5.2120 -0.3801 -1.5666
H -4.0221 1.3063 -1.3048
O -4.8469 2.8917 1.5821
H 6.1830 -0.7778 -2.9945
H -3.4309 -3.1331 -2.2951
O 1.3142 -5.5856 2.5170
H 5.1414 -2.0092 -2.3522
C 1.9470 3.7513 4.7069
H -0.6772 4.8135 1.5797
H 2.0740 -1.0797 4.7163
H -0.9501 -1.5454 1.8409
H -1.9836 -0.6966 2.9040
H 0.8539 -0.6758 3.6020
H -2.7097 -2.8717 1.1680
H -1.5172 -0.5529 -2.9524
H 1.9334 -3.0338 -2.2426
F 0.7077 -0.5809 -1.7988
H 0.5964 -3.2922 2.1568
H 0.4363 3.5451 0.9622
H 4.1686 -1.8940 -4.3828
H -0.9866 -3.7927 1.7046
C -3.3694 -1.3195 -3.2476
As 1.0349 0.5103 -0.4175
C 4.4214 1.2011 -3.6848
H 2.9795 5.3003 -0.2427
C 4.1071 -0.2898 -3.3248
H 2.0852 3.8606 -0.2451
H -5.9941 2.9958 -1.4970
H -2.0112 -1.8497 -1.9379
H -4.6827 0.7306 0.2455
H -6.6091 2.0612 0.0454
F 1.3401 1.5790 0.9855
O 2.2978 -1.9919 2.8850
C -2.0038 -1.3287 2.0162
H -3.0733 1.3907 0.0843
C -4.7045 2.8366 0.1086
H 2.4596 -1.7857 1.9615
H 1.1822 4.4921 4.9402
O -2.7034 -2.5054 2.0554
H 4.6220 1.7095 -2.7418
H 0.0673 -1.9160 -2.7865
H -4.8045 -2.6688 -3.3449
O 1.1258 6.5213 1.1138
N -2.2518 -1.1779 -2.6526
H 3.6589 1.7066 -4.2775
H -5.4333 2.1622 1.7958
H -4.1753 3.6780 -0.3388
*
```

Calculated values
* E_tot: -4362.5188 a.u.
* frontier orbital gap (spin up / spin down): 0.1041 / 0.3309 Eh

# 5
Density functional theory data (the ωB97M-V functional and the def2-TZVPD basis) for C5H8O in the gas phase at a distorted geometry.

```
! RIJCOSX wB97M-V def2-TZVPD def2/J DEFGRID3
* xyz 0 1
H 0.9657 -1.6484 0.0736
H 0.0040 -0.7350 -1.7439
C -0.1965 1.0430 -0.3743
C 0.1048 -0.6229 1.0128
O 0.5166 -1.9646 0.9125
H 1.4342 1.2578 1.1213
C -1.0385 -0.1014 0.1646
H -1.5160 0.2438 -1.9530
C 1.0705 0.5862 0.3339
C -0.6944 -0.0275 -1.2941
H -0.5084 2.0757 -0.4846
H 1.9260 0.3696 -0.3434
H -2.0682 -0.0757 0.5057
H 0.0004 -0.4005 2.0689
*
```

Calculated values
* relative energy (zero: lowest compared OMol25 entry of this formula, charge and spin): 252.75 kJ/mol
* structure (SMILES): O[C@H]1C[C@H]2C[C@H]21
* E_tot: -270.4616 a.u.
* frontier orbital gap: 0.4070 Eh

# 6
Density functional theory data (the ωB97M-V functional and the def2-TZVPD basis) for C6H9NO2 in the gas phase at a distorted geometry.

```
! RIJCOSX wB97M-V def2-TZVPD def2/J DEFGRID3
* xyz 0 1
H -0.9117 -1.7688 -1.2669
C -1.8094 -0.1255 0.2096
O -1.7022 -0.8467 1.3444
N -0.1122 -2.1680 -0.7999
H 1.7106 -1.7662 0.0698
C -0.7983 2.0002 -0.5566
H -1.7989 2.3837 -0.6664
H 1.5170 1.3651 1.4422
C 0.7690 -1.3018 -0.1962
C 1.7985 0.8363 0.5328
H 2.1264 1.5813 -0.1921
C 0.6474 0.0325 -0.0036
H -0.8861 -0.6569 1.8299
H 2.6623 0.2079 0.7392
H 0.2261 -3.0717 -1.0831
H 0.0256 2.6369 -0.8327
C -0.6116 0.7371 -0.1795
O -2.8524 -0.0753 -0.3907
*
```

Calculated values
* relative energy (zero: lowest compared OMol25 entry of this formula, charge and spin): 97.03 kJ/mol
* structure (SMILES): C=C(C(=O)O)/C(C)=C\N
* E_tot: -439.2394 a.u.
* frontier orbital gap: 0.3213 Eh

# 7
Density functional theory data (the ωB97M-V functional and the def2-TZVPD basis) for a molecular structure, C5H13NO2 at a distorted geometry.

```
! RIJCOSX wB97M-V def2-TZVPD def2/J DEFGRID3
* xyz 0 1
H 0.4320 1.8317 -1.0940
H -1.2042 -1.8866 -1.4068
C -1.7797 0.5828 -1.2745
N -2.1370 -2.0068 0.4528
H 3.5187 1.6049 0.7893
C -1.0079 -1.6274 -0.3662
H 0.6808 -0.0145 1.8777
H -0.4005 1.1757 1.0948
H 3.0388 0.0092 1.4011
H 3.4027 0.2516 -0.3279
H -1.9470 -1.8584 1.4379
H -2.1666 0.8100 -0.2686
H -0.1546 -2.2577 -0.1032
H -0.3380 -0.5200 0.1659
H -2.4401 -0.0205 -1.9087
C 1.5319 1.0572 0.2810
C 2.9541 0.6947 0.5623
O -0.8546 1.2258 -1.7824
H -2.9700 -1.4769 0.2207
O 1.3872 1.9079 -0.7145
C 0.4540 0.5172 0.9632
*
```

Calculated values
* relative energy (zero: lowest compared OMol25 entry of this formula, charge and spin): 457.08 kJ/mol
* E_tot: -403.4025 a.u.
* frontier orbital gap: 0.2846 Eh

Q: The highest E_tot belongs to which entry?
A: C5H8O

Q: What is the E_tot in the first record?
A: -1508.0433 a.u.

What did the first record say?
Density functional theory data (the ωB97M-V functional and the def2-TZVPD basis) for 13 unconnected molecules or ions with the total composition C3H29O13S at a distorted geometry.

```
! RIJCOSX wB97M-V def2-TZVPD def2/J DEFGRID3
* xyz -1 1
O 4.3291 0.7046 -0.8466
H -1.4223 0.1320 -0.9327
H 2.4675 1.8233 -2.7480
H -2.8982 0.7291 -1.1585
H -1.0481 2.3360 -3.6154
H -1.9539 2.6277 -1.0938
O -0.0983 3.3436 0.8854
H 0.5902 -3.7186 0.7635
H 1.3169 1.3895 -1.9177
H -3.7909 -2.1843 -0.6514
C 1.0287 -1.4457 -0.5182
H -0.2319 0.6891 3.1162
H -0.2468 -1.5831 1.4704
O -1.7483 -2.6940 2.2572
H 0.0867 2.6009 1.4961
H -1.9419 3.6574 0.0217
H 0.8430 0.4749 -3.6345
O 1.6596 0.1042 -4.0216
O -1.4551 -0.3420 3.9678
O 2.1864 1.7949 -1.8247
C 1.6242 -0.4386 1.5065
O -3.4717 -1.3722 -1.0449
H 0.1688 2.9253 0.0541
H -1.3356 -1.1868 3.5050
H -2.5807 -2.9609 1.8589
H -2.6056 -1.5466 -1.4533
H 1.5614 -0.6550 -1.0485
C 0.3966 -0.8947 0.7567
O 0.4780 -3.9735 1.6978
O -0.4564 2.2328 -2.8565
O 2.1493 -1.2152 2.2710
H 1.7771 -2.2109 -0.3886
H 1.6384 -0.6587 -3.4076
H 1.1564 -3.4056 2.0905
H 3.3829 0.9697 -0.8968
O -2.4758 3.4192 -0.7541
H 4.4701 0.2701 -1.6912
O 0.4191 1.3569 2.8528
O -1.9547 0.8773 -1.2779
H 2.0033 0.5850 1.2679
H -2.2287 0.1109 3.6203
H -1.2945 -3.4871 2.5625
H -1.0898 1.6718 -2.3092
H 1.2827 1.5388 3.2210
S -0.1734 -2.1021 -1.7537
H -0.5136 -0.2891 0.6019
*
```

Calculated values
* E_tot: -1508.0433 a.u.
* frontier orbital gap: 0.2496 Eh